Here is a cluster of 2 separate species, C15H31N3O10P2S4 in total from OMol25. Energies are from wB97M-V/def2-TZVPD.

Calculated values
**Multiplicity**: 1
**Charge**: -2
**Frontier orbital gap**: 0.13871 Ha
**HOMO energy**: 0.17 eV

Each line ends with the natural charge from an NBO analysis.
Atoms and positions in Å:
C1 3.1269 -1.3256 3.8502  -0.7412
C2 1.5068 -1.1967 3.6445  0.7344
O1 0.8177 -0.6262 4.6719  -0.5452
N1 0.6936 -1.6833 2.4702  -0.6172
C3 0.9466 -3.1285 2.1191  0.7228
C4 2.3645 -3.8055 1.6582  -0.7257
O2 -0.1222 -3.9678 2.1961  -0.5291
C5 0.7450 -0.7569 1.2786  0.6624
O3 1.3272 0.4844 1.8892  -0.7341
O4 1.7350 -1.0061 0.1974  -0.8558
P1 1.1095 -0.5695 -1.3757  1.1114
S1 0.3784 -0.0858 -3.3709  -0.2366
P2 3.1389 -1.1436 -2.0751  0.4873
S2 3.4121 -0.7509 -3.9661  -0.6359
C6 0.6863 -2.3745 -1.9256  0.4069
O5 0.8453 -3.4603 -1.1587  -0.7864
O6 0.1656 -2.5974 -3.3091  -0.8195
S3 1.5370 1.5458 -1.2789  1.6217
C7 3.2697 1.9581 -0.6982  -0.8830
O7 1.3775 2.1036 -2.7471  -0.9453
O8 0.5218 2.3572 -0.4206  -0.9639
O9 -0.4701 -0.1379 -0.7777  -0.8453
C8 -0.7799 -0.4718 0.6525  0.4903
C9 -1.6500 0.7553 1.3347  -0.4642
C10 -2.7045 0.2784 2.4952  -0.2122
N2 -2.0813 -0.4168 3.6854  -0.8465
N3 -1.6768 -1.6680 0.8782  -0.6126
C11 -2.4766 -1.9395 -0.2032  0.4770
C12 -2.3620 -3.4630 -0.8843  -0.7038
C13 -3.5855 -0.9409 -0.8831  -0.7509
H1 3.7152 -1.6923 2.9056  0.2324
H2 3.6444 -0.3095 4.2017  0.2445
H3 3.2872 -2.0713 4.7687  0.2347
H4 3.1178 -3.9330 2.5755  0.1988
H5 2.1532 -4.8777 1.2369  0.2627
H6 2.9588 -3.2198 0.8382  0.2649
H7 2.2782 0.5244 1.5230  0.4804
H8 -1.0282 0.0606 -3.1547  0.1495
H9 3.1787 -2.6060 -1.9565  0.0414
H10 4.1864 -0.6539 -1.2077  -0.0612
H11 3.7770 1.1340 -0.0299  0.2144
H12 3.9040 2.1913 -1.6814  0.2667
H13 3.2150 2.9350 -0.0459  0.2446
H14 -1.0030 1.6472 1.7284  0.2471
H15 -2.3134 1.2029 0.4489  0.2262
H16 -3.2018 1.2768 2.9209  0.1684
H17 -3.6246 -0.3573 2.0832  0.1653
H18 -2.0920 -1.4652 3.5027  0.3758
H19 -2.6582 -0.2853 4.5495  0.3363
H20 -3.3871 -4.0284 -0.7481  0.1793
H21 -1.5447 -4.1022 -0.3269  0.2767
H22 -2.1601 -3.3143 -2.0298  0.2809
H23 -3.0776 0.0730 -1.2520  0.2678
H24 -4.0587 -1.4147 -1.8688  0.2207
H25 -4.4603 -0.6163 -0.1718  0.2209
C14 -0.7173 5.1638 -3.6549  -0.8337
S4 -1.5447 4.1923 -2.3735  1.3157
O10 -2.5821 3.3454 -3.0487  -0.9799
C15 -2.3997 5.5888 -1.6051  -0.8389
H26 -0.1438 4.4846 -4.2902  0.2630
H27 -1.4579 5.6891 -4.2627  0.2035
H28 -0.0380 5.8810 -3.1880  0.2152
H29 -3.0359 6.0880 -2.3399  0.2072
H30 -1.6649 6.2920 -1.2060  0.2157
H31 -3.0186 5.2107 -0.7878  0.2332

Atoms 1-2, force components in eV/Å:
C 0.4 -0.2 0.5
C -3.1 3.5 5.2

=====

Here is a structure of composition C32H32EuNO from OMol25. Energies are from wB97M-V/def2-TZVPD.

Calculated values
**Multiplicity**: 8
**Charge**: -1
**Frontier orbital gap (spin up / spin down)**: 0.21798 / 0.24335 Ha
**HOMO energy (spin up / spin down)**: -3.35 / -4.04 eV

Each line ends with the Mulliken charge.
Atoms and positions in Å:
C1 2.5489 -0.2625 1.5217  -0.3657
C2 2.5835 -0.9837 0.2957  -1.4353
C3 2.3620 -0.0639 -0.7660  0.1697
H1 2.7763 -2.0502 0.1868  0.4714
C4 2.1839 1.2374 -0.1915  -0.3589
C5 2.2903 1.1090 1.2242  -1.2212
H2 2.0418 2.1680 -0.7444  0.4335
C6 -1.1525 -2.2714 2.0509  -0.5683
C7 0.1044 -2.7296 1.5505  -0.5473
C8 0.0057 -2.8345 0.1290  -0.7612
H3 1.0028 -2.8833 2.1414  0.4592
C9 -1.3074 -2.4105 -0.2479  -0.6619
C10 -2.0311 -2.0892 0.9536  -1.0003
H4 2.4042 -0.2975 -1.8317  0.4065
H5 2.1701 1.9108 1.9579  0.3782
H6 2.7242 -0.6828 2.5133  0.8574
H7 -3.0629 -1.7305 0.9907  0.2531
H8 0.7899 -3.1457 -0.5578  0.4014
H9 -1.3789 -2.0100 3.0858  0.4954
Eu1 -0.1055 -0.0973 0.6051  1.0829
C11 -1.7485 -1.9884 -1.6311  3.2292
C12 -3.2725 -2.1633 -1.7337  -1.8511
C13 -1.0732 -2.8294 -2.7112  -2.0721
H10 -3.5249 -3.1947 -1.4394  0.4436
H11 -3.6221 -1.9989 -2.7605  0.4241
H12 -3.8212 -1.4770 -1.0785  0.3027
H13 -1.2579 -3.8914 -2.5003  0.4423
H14 0.0101 -2.6754 -2.7673  0.2565
H15 -1.4964 -2.5931 -3.6948  0.4659
C14 -1.2878 -0.4835 -1.7345  1.4073
C15 -1.9320 0.4993 -2.7086  -0.6623
H16 -0.1787 -0.4411 -1.8727  -0.3358
H17 -1.6936 0.0097 -0.7956  -0.6015
O1 -3.1049 0.7949 -2.4608  -0.6633
N1 -1.1276 1.1109 -3.6705  0.0104
C16 0.0312 1.9379 -3.2205  -0.6499
H18 -1.7074 1.5860 -4.3607  0.3231
C17 1.3417 1.4460 -3.7845  0.6449
C18 2.5159 2.1769 -3.5502  -0.2401
H19 2.4485 3.1446 -3.0463  0.3555
C19 3.7546 1.6568 -3.9306  -0.5712
H20 4.6684 2.2165 -3.7165  0.3677
C20 3.8223 0.4190 -4.5821  -0.5027
H21 4.7901 0.0064 -4.8698  0.3532
C21 2.6456 -0.2699 -4.8960  -0.5788
H22 2.6785 -1.2127 -5.4433  0.3839
C22 1.4030 0.2534 -4.5108  -0.2977
H23 0.4696 -0.2592 -4.7553  0.3887
H24 0.0751 1.9507 -2.1109  -0.0650
H25 -0.1263 2.9935 -3.5123  0.5655
C23 0.3369 1.1168 6.6821  -0.5010
C24 1.0564 0.3677 5.7261  -0.6759
C25 0.6032 0.2572 4.4190  0.2479
C26 -0.5592 0.9565 3.9883  -0.1487
C27 -1.0372 0.9593 2.6677  0.7632
C28 -2.1972 1.5572 2.2842  -0.7859
C29 -2.9624 2.2606 3.2787  -0.6973
C30 -2.5267 2.3291 4.5889  -1.0248
C31 -1.3163 1.7008 4.9876  0.8088
C32 -0.8401 1.7587 6.3147  -0.6508
H26 0.6941 1.1898 7.7072  0.3497
H27 1.9768 -0.1342 6.0197  0.4003
H28 1.1242 -0.3745 3.6862  -0.0503
H29 -2.5667 1.5162 1.2496  0.2565
H30 -3.8905 2.7412 2.9845  0.3683
H31 -3.1015 2.8637 5.3507  0.2755
H32 -1.4234 2.3268 7.0470  0.3029

Atoms 1-2, force components in eV/Å:
C 0.0 0.3 -0.5
C 0.2 0.7 0.0

=====

Here is a structure of composition C25H45Cl2LuP from OMol25. Energies are from wB97M-V/def2-TZVPD.

Calculated values
**Multiplicity**: 1
**Relative energy (zero: lowest compared OMol25 entry of this formula, charge and spin)**: 6.543 eV
**Charge**: -1
**Frontier orbital gap (spin up / spin down)**: 0.13043 / 0.13227 Ha
**HOMO energy (spin up / spin down)**: -1.08 / -1.14 eV

Each line ends with the Mulliken charge.
Atoms and positions in Å:
Lu1 -2.5676 0.3951 -2.2549  0.0974
Cl1 -3.1697 -0.2825 -0.0478  -0.4682
P1 2.1749 1.0480 -1.1143  -0.1490
C1 1.6744 -0.0025 0.3646  -0.6789
H1 0.6732 -0.4136 0.0785  0.2634
H2 2.2999 -0.8796 0.4182  0.4545
C2 0.7989 2.1000 -1.7529  1.3932
C3 2.3924 -0.3090 -2.3445  0.3378
C4 1.0381 3.6158 -1.6419  -0.7644
H3 0.7656 1.8555 -2.8309  0.4817
C5 -0.0492 4.3846 -2.3970  -1.1089
H4 1.0246 3.9321 -0.5881  0.2917
H5 2.0213 3.8960 -2.0563  0.1241
C6 -1.4452 4.0454 -1.8848  -1.1008
H6 0.1320 5.4644 -2.3085  0.4403
H7 0.0257 4.1429 -3.4666  0.3163
C7 -1.6578 2.5118 -1.8238  -0.4924
H8 -1.6413 4.4963 -0.9031  0.3822
H9 -2.2001 4.4370 -2.5734  0.4835
C8 -0.5461 1.7003 -1.2341  -0.1435
H10 -2.6418 2.3239 -1.3100  0.2827
H11 -1.6659 2.1907 -2.9037  0.2372
H12 -0.4352 2.0199 0.3755  -0.6281
H13 -0.7105 0.5712 -1.1896  0.0058
C9 3.7465 1.8595 -0.6717  0.4348
C10 3.5182 -1.2820 -1.9722  -0.9694
H14 1.4174 -0.8330 -2.2938  0.2968
C11 3.4914 -2.5012 -2.9030  -0.8950
H15 4.4904 -0.7699 -2.0613  0.2050
H16 3.4423 -1.6289 -0.9339  0.4088
C12 3.5428 -2.1126 -4.3834  -0.7101
H17 4.3345 -3.1546 -2.6538  0.4295
H18 2.5696 -3.0669 -2.7084  0.3683
C13 2.5281 -1.0257 -4.7546  -0.7960
H19 4.5526 -1.7559 -4.6255  0.3017
H20 3.3650 -3.0011 -4.9989  0.3604
C14 2.5609 0.1738 -3.7948  -0.1755
H21 2.7151 -0.6683 -5.7739  0.4413
H22 1.5144 -1.4483 -4.7328  0.1984
H23 3.5204 0.7006 -3.9017  0.1346
H24 1.7736 0.8866 -4.0817  0.0761
C15 3.6346 3.0767 0.2583  -0.1319
H25 4.2834 1.0600 -0.1236  0.6852
C16 5.0294 3.4775 0.7546  -1.1497
H26 3.2017 3.9238 -0.2892  0.2125
H27 2.9749 2.8850 1.1102  0.1105
C17 5.9736 3.8145 -0.4064  -0.7353
H28 4.9480 4.3353 1.4326  0.3967
H29 5.4511 2.6437 1.3320  0.4209
C18 5.9888 2.7342 -1.4968  -0.9161
H30 5.6718 4.7705 -0.8555  0.3255
H31 6.9920 3.9526 -0.0257  0.4055
C19 4.5929 2.2358 -1.9049  -0.4054
H32 6.5048 3.1056 -2.3904  0.4012
H33 6.5657 1.8724 -1.1330  0.3321
H34 4.0743 3.0173 -2.4868  0.2219
H35 4.7136 1.3724 -2.5741  -0.0343
C20 -0.2120 2.3928 1.3702  1.1307
C21 1.8874 0.3474 1.6564  -0.3281
H36 0.7697 3.0495 1.2360  -0.4532
C22 1.0942 -0.1769 2.7779  -1.6296
H37 2.3278 1.3986 1.8658  -0.1853
C23 -0.4221 -0.4588 2.7051  -0.3696
H38 1.5964 -1.1259 2.7290  0.3827
H39 1.3591 0.3310 3.7054  0.3490
C24 -1.3369 0.7177 2.9492  -0.7172
H40 -0.6895 -0.9163 1.7517  0.1165
H41 -0.6527 -1.2019 3.4798  0.4885
C25 -0.9467 2.1050 2.5237  -1.0016
H42 -2.2980 0.5526 2.4804  0.1458
H43 -1.4819 0.8666 4.0092  0.3719
H44 -1.7417 2.8099 2.3821  0.4459
H45 -0.1699 2.5645 3.1083  0.3799
Cl2 -0.9591 -1.0535 -3.2984  -0.4324

Atoms 1-2, force components in eV/Å:
Lu -0.1 -0.5 -0.6
Cl -0.5 -0.3 0.5

=====

Here is a cluster of 2 separate species, C12H15BO5P in total from OMol25. Energies are from wB97M-V/def2-TZVPD.

Calculated values
**Multiplicity**: 1
**Charge**: +1
**Frontier orbital gap**: 0.28102 Ha
**HOMO energy**: -12.17 eV

Each line ends with the natural charge from an NBO analysis.
Atoms and positions in Å:
C1 2.8979 -1.3244 1.4583  -0.6161
C2 3.4196 -0.7473 0.0380  -0.8315
B1 2.2264 -0.1842 -0.9074  1.1115
O1 2.1855 -0.4254 -2.3587  -0.9967
C3 1.0168 0.7033 -0.2787  -0.3831
C4 1.3859 2.1298 0.2363  -0.2258
C5 0.2587 3.0236 0.8642  -0.1804
C6 -1.2097 2.5397 1.0046  -0.1854
C7 -1.5169 1.1049 0.4823  -0.0756
C8 -0.4284 0.1706 -0.1643  -0.1296
C9 -0.8822 -1.3027 -0.6328  0.5481
O2 -0.4606 -1.8730 -1.6653  -0.5329
C10 -1.9881 -1.9883 0.3234  -0.2365
C11 -2.9819 -1.1343 0.9092  -0.3879
P1 -4.2222 -1.9641 2.0655  1.4415
O3 -5.5861 -1.2611 2.1273  -1.0320
C12 -2.9900 0.4552 0.6077  0.5251
O4 -4.0468 1.0985 0.4509  -0.4391
H1 2.9082 -2.4748 1.4984  0.2269
H2 1.8527 -0.9559 1.7453  0.2116
H3 3.6475 -0.9677 2.2583  0.2298
H4 3.9234 -1.6209 -0.5285  0.2471
H5 4.1720 0.0874 0.2642  0.2691
H6 1.9663 -1.3863 -2.4544  0.5330
H7 2.4682 2.5134 0.1774  0.2465
H8 0.5691 4.0560 1.2546  0.2480
H9 -2.0545 3.1653 1.4598  0.2751
H10 -2.0069 -3.0955 0.5769  0.2568
H11 -3.6467 -1.8626 3.3957  -0.0490
H12 -4.2764 -3.3639 1.7632  -0.0433
O5 1.0167 1.7322 -4.1389  -0.7736
H13 0.1820 1.6795 -4.6561  0.5740
H14 1.1497 0.9224 -3.5820  0.5983
H15 1.0507 2.5506 -3.5942  0.5760

Atoms 1-2, force components in eV/Å:
C 0.6 0.1 0.5
C -0.5 -1.0 -0.2

=====

Here is the ion C4H13N3 with charge +2 from OMol25. Energies are from wB97M-V/def2-TZVPD.

Calculated values
**Multiplicity**: 1
**Relative energy (zero: lowest compared OMol25 entry of this formula, charge and spin)**: 3.218 eV
**Charge**: +2
**Frontier orbital gap**: 0.40619 Ha
**HOMO energy**: -17.95 eV
**SMILES string**: N/C=C(\[NH3+])CC[NH3+]

Each line ends with the natural charge from an NBO analysis.
Atoms and positions in Å:
N1 -0.8054 1.9106 2.0133  -0.8691
C1 -0.0027 0.9154 1.3699  0.0584
C2 -0.3828 -0.1863 0.6268  0.0843
N2 -1.8688 -0.2416 0.7134  -0.7428
C3 0.1318 -0.9816 -0.5334  -0.4806
C4 1.1107 -0.1983 -1.3661  -0.2257
N3 1.7969 -1.1312 -2.4016  -0.6710
H1 -0.5644 2.8025 1.6448  0.4194
H2 -0.4561 1.9994 3.0139  0.4211
H3 1.1258 0.9748 1.5953  0.2210
H4 -1.9455 0.2394 1.6374  0.4768
H5 -2.6003 0.1333 0.2030  0.4486
H6 -2.2644 -1.2340 0.9765  0.4528
H7 0.4384 -2.0051 -0.2027  0.2732
H8 -0.9386 -1.0353 -1.0825  0.2487
H9 1.9420 0.2873 -0.8020  0.2540
H10 0.5703 0.6170 -1.9016  0.2546
H11 2.2780 -0.5265 -3.0602  0.4644
H12 1.0856 -1.5700 -3.0358  0.4590
H13 2.3275 -1.7435 -1.8448  0.4527

Atoms 1-2, force components in eV/Å:
N 0.4 -2.2 1.8
C 3.7 -1.5 -0.5

=====

Here is the molecule C7H8INO3 from OMol25. Energies are from wB97M-V/def2-TZVPD.

Calculated values
**Multiplicity**: 1
**Relative energy (zero: lowest compared OMol25 entry of this formula, charge and spin)**: 0.250 eV
**Charge**: 0
**Frontier orbital gap**: 0.32218 Ha
**HOMO energy**: -8.35 eV
**SMILES string**: O=C1CN(/C=C\C=C\I)[C@H](O)O1

Each line ends with the natural charge from an NBO analysis.
Atoms and positions in Å:
O1 2.2695 -3.5823 -0.4330  -0.5370
C1 1.5454 -2.6515 -0.2709  0.7823
C2 1.8126 -1.1920 -0.6039  -0.3289
N1 0.5572 -0.5583 -0.2939  -0.4694
C3 0.4544 0.8177 -0.2322  0.0338
C4 -0.6147 1.5727 0.0481  -0.3130
C5 -1.9744 1.1313 0.2794  -0.2336
C6 -2.5948 0.2302 -0.4733  -0.3718
I1 -4.5459 -0.4426 -0.0815  0.1318
C7 -0.3057 -1.4822 0.4033  0.5121
O2 -0.5055 -1.1760 1.7292  -0.6935
O3 0.3117 -2.7424 0.2558  -0.4798
H1 2.0710 -1.0912 -1.6623  0.2291
H2 2.6532 -0.8206 -0.0038  0.2151
H3 1.3993 1.3089 -0.4211  0.2023
H4 -0.4521 2.6364 0.1513  0.2230
H5 -2.4968 1.6084 1.0976  0.2204
H6 -2.1684 -0.1805 -1.3743  0.2124
H7 -1.3137 -1.5311 -0.0270  0.1881
H8 0.3134 -1.2820 2.2348  0.4765

Atoms 1-2, force components in eV/Å:
O -0.1 0.0 0.0
C 0.5 0.4 -0.3

=====

Here is the molecule C3H3Br2N from OMol25. Energies are from wB97M-V/def2-TZVPD.

Calculated values
**Multiplicity**: 1
**Relative energy (zero: lowest compared OMol25 entry of this formula, charge and spin)**: 0.597 eV
**Charge**: 0
**Frontier orbital gap**: 0.34052 Ha
**HOMO energy**: -9.10 eV
**SMILES string**: Br/C=C/N=C/Br

Each line ends with the natural charge from an NBO analysis.
Atoms and positions in Å:
Br1 3.3504 0.2310 -0.0001  0.0714
C1 1.5542 0.7449 -0.0006  -0.2526
C2 0.5564 -0.1407 -0.0006  -0.0812
N1 -0.7310 0.3263 0.0007  -0.4374
C3 -1.7160 -0.4567 0.0015  0.0361
Br2 -3.4487 0.2504 -0.0003  0.0673
H1 1.3808 1.8089 0.0006  0.2310
H2 0.7428 -1.2150 -0.0004  0.1838
H3 -1.6889 -1.5491 -0.0009  0.1817

Atoms 1-2, force components in eV/Å:
Br 0.1 0.0 0.0
C -0.3 -0.3 0.0

=====

Here is the molecule C3H4NOPS from OMol25. Energies are from wB97M-V/def2-TZVPD.

Calculated values
**Multiplicity**: 1
**Relative energy (zero: lowest compared OMol25 entry of this formula, charge and spin)**: 1.140 eV
**Charge**: 0
**Frontier orbital gap**: 0.27440 Ha
**HOMO energy**: -9.06 eV
**SMILES string**: S=PC1=NOCC1

Each line ends with the natural charge from an NBO analysis.
Atoms and positions in Å:
S1 0.3422 3.7765 -1.2904  -0.3836
P1 0.3193 3.6313 0.6272  0.6810
C1 0.2542 1.8396 0.9622  -0.2082
N1 0.2974 1.3310 2.0974  -0.0303
O1 0.2412 0.0104 2.0186  -0.3331
C2 -0.0359 -0.4508 0.7173  -0.1095
C3 0.0744 0.8062 -0.1896  -0.5062
H1 -1.0207 -0.7594 0.7520  0.1877
H2 0.6736 -1.3878 0.4979  0.2061
H3 -0.8918 1.1372 -0.8114  0.2523
H4 1.0428 0.8998 -0.7949  0.2438

Atoms 1-2, force components in eV/Å:
S 0.0 0.0 0.2
P 0.1 0.0 0.4

=====

| no. | E_tot (eV) |
| --- | --- |
| 1 | -102908.2290 |
| 2 | -56569.8151 |
| 3 | -94603.2068 |
| 4 | -32876.7878 |
| 5 | -8810.3593 |
| 6 | -23120.7800 |
| 7 | -144733.4042 |
| 8 | -26834.6626 |